[1]
ORCA calculation (wB97M-V/def2-TZVPD) on a cluster of 2 separate species, C4H14N2O in total at a distorted geometry.

Each line ends with the Mulliken charge.
Cartesian coordinates (Å):
1 C 1.3448 1.2219 -1.4825  -1.58
2 C 0.1904 0.4744 -0.7481  0.61
3 N -0.9575 1.3013 -0.6952  -0.62
4 C 0.6489 0.0018 0.6850  -0.99
5 C 0.2743 -1.4407 1.1335  -0.53
6 N 0.6612 -2.4214 0.2036  -0.54
7 H 2.2841 0.6928 -1.6291  0.41
8 H 1.7223 2.0126 -0.8767  0.43
9 H 0.8932 1.6033 -2.3792  0.39
10 H -0.0549 -0.5095 -1.1505  0.20
11 H -0.7239 2.2231 -0.3548  0.26
12 H -1.2154 1.5384 -1.5555  0.17
13 H 1.7515 -0.0388 0.6070  0.31
14 H 0.4678 0.7149 1.5173  0.35
15 H -0.8119 -1.4738 1.3703  0.16
16 H 0.7672 -1.6191 2.0493  0.48
17 H 1.2414 -3.2142 0.6880  0.23
18 H -0.1485 -2.8276 -0.3393  0.22
19 O -3.1368 0.6336 0.7411  -0.67
20 H -3.0582 0.2788 1.6327  0.32
21 H -2.1399 0.8480 0.5832  0.38

Summary:
spin multiplicity	1
maximum force	5.143	eV/A
net charge	0
orbital gap	10.2	eV

[2]
ORCA calculation (wB97M-V/def2-TZVPD) on a structure of composition C31H36BrN5O3ReS2Si.

Each line ends with the Mulliken charge.
Cartesian coordinates (Å):
1 Re 0.1904 0.4472 0.3700  3.13
2 C 0.4390 3.1575 1.8559  -1.23
3 N 0.6173 2.5773 0.4894  0.76
4 C 2.0212 2.7313 0.0678  -0.85
5 C 2.9028 1.8373 0.9054  -1.50
6 N 2.5135 0.3980 0.8224  1.30
7 C 3.2465 -0.2706 -0.2749  -1.56
8 C 2.8616 -0.1942 2.1352  -0.96
9 C 4.1980 -0.4110 2.4641  -0.89
10 C 4.5575 -0.8944 3.7094  -1.02
11 C 3.5609 -1.1367 4.6510  -0.64
12 C 2.2416 -0.8764 4.3433  -1.08
13 C 1.8578 -0.3908 3.0833  1.73
14 S 0.1756 -0.1128 2.7168  -0.53
15 C -0.3325 3.2912 -0.3819  -0.35
16 C 0.0349 4.3766 -1.1561  -0.61
17 C -0.9208 5.0240 -1.9361  -0.95
18 C -2.2371 4.5963 -1.9050  -0.74
19 C -2.5986 3.5091 -1.1171  -0.51
20 C -1.6539 2.8297 -0.3581  0.80
21 S -2.0079 1.3334 0.5151  -0.55
22 H 0.7995 4.1912 1.8552  0.34
23 H 0.9651 2.5577 2.5902  0.43
24 H -0.6164 3.1278 2.1071  0.31
25 H 2.3619 3.7670 0.1890  0.62
26 H 2.0796 2.4848 -0.9912  0.39
27 H 2.8272 2.1255 1.9505  0.65
28 H 3.9532 1.9721 0.6240  0.36
29 H 4.2433 -0.5950 0.0206  0.53
30 H 3.3782 0.4296 -1.0931  0.70
31 H 2.6866 -1.1331 -0.6301  -0.08
32 H 4.9806 -0.1946 1.7484  0.37
33 H 5.5981 -1.0730 3.9440  0.41
34 H 3.8197 -1.5232 5.6288  0.40
35 H 1.4646 -1.0567 5.0764  0.47
36 H 1.0567 4.7303 -1.1746  0.37
37 H -0.6285 5.8571 -2.5616  0.42
38 H -2.9835 5.0904 -2.5135  0.39
39 H -3.6190 3.1441 -1.1207  0.43
40 Br -6.6372 -2.8742 -0.1853  -0.19
41 C -4.9967 -2.3191 0.5595  -0.28
42 C -4.9259 -1.9734 1.8998  -0.44
43 N -3.7983 -1.5764 2.4806  -0.70
44 C -2.6985 -1.5012 1.7358  0.17
45 C -2.6816 -1.8246 0.3839  1.37
46 C -3.8576 -2.2494 -0.2168  -0.95
47 C -1.4703 -1.7721 -0.4978  0.72
48 O -1.5697 -1.8661 -1.6963  -0.71
49 O -0.2443 -1.8571 0.1285  -1.25
50 H -5.8112 -2.0266 2.5231  0.41
51 H -1.7913 -1.1812 2.2321  0.05
52 H -3.8703 -2.5171 -1.2647  0.60
53 N -3.6480 0.4323 -3.7170  -0.22
54 C -2.6875 1.0891 -4.4167  -0.01
55 O -2.9052 1.6969 -5.4466  -0.67
56 C -1.3101 1.0002 -3.8319  0.02
57 C -0.2050 1.0390 -4.6618  -0.74
58 C 1.0365 0.8930 -4.0725  -1.23
59 C 1.1173 0.7495 -2.6993  0.15
60 N 0.0615 0.7381 -1.8681  0.40
61 C -1.1342 0.8608 -2.4687  -0.17
62 H -4.5792 0.4224 -4.0962  0.23
63 H -3.4027 -0.2204 -2.9906  0.19
64 H -0.3346 1.1711 -5.7278  0.52
65 H 1.9471 0.8953 -4.6556  0.50
66 H 2.0800 0.6417 -2.2389  -0.38
67 H -1.9804 0.8576 -1.8001  0.74
68 C -0.5769 -3.9277 2.1755  -1.06
69 Si 0.3001 -3.4517 0.6177  0.73
70 C 2.1215 -3.4497 0.8761  -0.89
71 C -0.1513 -4.5763 -0.7940  -1.26
72 H -0.1363 -4.8594 2.5447  0.52
73 H -1.6457 -4.0970 2.0389  0.30
74 H -0.4407 -3.1585 2.9391  0.30
75 H 2.3784 -4.4512 1.2381  0.50
76 H 2.4409 -2.7370 1.6330  0.11
77 H 2.6901 -3.2793 -0.0387  0.34
78 H -0.4422 -5.5589 -0.4145  0.36
79 H 0.7017 -4.7122 -1.4621  0.34
80 H -0.9774 -4.1932 -1.3938  0.32

Summary:
spin multiplicity	2
maximum force	0.559	eV/A
net charge	0
orbital gap (alpha / beta)	6.4 / 5.9	eV